1.
Formula: C5H7NO
Source: the OMol25 dataset
Level of theory: the ωB97M-V functional and the def2-TZVPD basis

Last column: Mulliken charge in e.
Geometry (Å):
H -1.42 1.92 2.35  0.2701
N -1.63 1.17 1.71  -0.6026
C -0.78 0.86 0.85  0.3117
O 0.25 1.54 0.27  -0.3730
C 0.95 0.89 -0.79  -0.3337
C 0.34 -0.46 -0.98  -0.3345
C 0.47 -1.46 0.23  -0.7590
C -0.75 -0.75 -0.02  0.0620
H 2.07 0.74 -0.69  0.2588
H 0.70 1.61 -1.67  0.2608
H 0.08 -0.82 -1.96  0.3661
H 1.15 -1.43 1.03  0.2884
H 0.21 -2.49 0.01  0.2437
H -1.64 -1.33 -0.33  0.3412

The calculation puts the energy above the lowest of the compared OMol25 structures with the same formula, charge and spin at 73.3 kcal/mol. The largest force on an atom is 5.70 eV Å⁻¹. As for the charge: 0. As for the SMILES: [H]/N=C1\OC[C@H]2C[C@@H]12. Its total energy is -8833.0259 eV.

***

2.
Formula: C20H44LuNO2P3
Source: the OMol25 dataset
Level of theory: the ωB97M-V functional and the def2-TZVPD basis

Last column: Mulliken charge in e.
Geometry (Å):
Lu 1.46 1.05 0.43  1.4308
P -1.40 1.97 -0.70  1.0554
P -2.10 -1.55 0.70  1.3342
P -0.70 -0.87 -2.25  1.2214
H 3.74 0.91 2.06  0.3673
C 3.62 1.35 1.07  -0.3953
C 3.00 2.56 0.84  -0.8959
H 2.52 3.13 1.65  0.4725
C -1.72 3.47 0.32  -1.3946
C -3.19 1.56 -0.93  -1.2758
C -1.21 2.82 -2.31  -1.4254
C -1.42 -3.18 1.07  -1.3485
C -2.80 -0.95 2.23  -1.2308
C -3.53 -1.84 -0.35  -1.1877
C 0.66 -0.21 -3.30  -1.0832
C -2.07 -0.97 -3.47  -1.6133
C -0.28 -2.67 -2.19  -1.3415
H 4.50 1.08 0.49  0.3225
H 2.95 2.98 -0.16  0.4902
H -0.79 3.77 0.82  0.3335
H -2.51 3.24 1.04  0.3924
H -2.07 4.31 -0.32  0.4672
H -3.64 1.26 0.02  0.3039
H -3.36 0.78 -1.69  0.2360
H -3.73 2.46 -1.28  0.5214
H -0.15 3.06 -2.45  0.3849
H -1.78 3.76 -2.31  0.5263
H -1.59 2.17 -3.12  0.3353
H -2.33 -3.79 1.22  0.5054
H -0.85 -3.12 2.02  0.4400
H -0.80 -3.59 0.26  0.3221
H -3.65 -1.64 2.39  0.5413
H -3.18 0.07 2.17  0.3469
H -2.11 -1.07 3.08  0.3991
H -3.84 -2.85 -0.05  0.5344
H -3.33 -1.83 -1.44  -0.0686
H -4.29 -1.09 -0.10  0.4726
H 0.34 -0.30 -4.35  0.5215
H 1.53 -0.83 -3.08  0.2493
H 0.87 0.85 -3.08  0.1296
H -1.53 -1.21 -4.41  0.5591
H -2.58 0.01 -3.56  0.3243
H -2.80 -1.77 -3.23  0.4525
H 0.13 -2.91 -3.19  0.5287
H -1.17 -3.28 -2.00  0.4398
H 0.49 -2.87 -1.42  0.1528
C 3.31 -1.05 -0.97  0.4655
C 3.86 -2.30 -0.62  -0.6512
C 4.83 -2.86 -1.45  -0.4569
C 5.19 -2.20 -2.63  -0.5747
C 4.87 -0.85 -2.81  -0.6300
C 4.03 -0.25 -1.89  -0.0949
O 2.05 -0.69 -0.59  -0.5396
H -1.11 -0.92 -0.13  -0.6282
H 3.53 -2.81 0.27  0.4289
H 5.24 -3.86 -1.26  0.4142
H 5.75 -2.74 -3.38  0.4472
H 5.21 -0.29 -3.67  0.4228
H 3.87 0.83 -1.93  0.2259
C 0.88 0.79 4.93  -0.8420
N -0.32 1.38 4.34  0.1661
C -1.44 1.77 5.22  -0.8074
C -0.46 1.42 3.04  -0.0908
O 0.46 1.08 2.21  -0.5753
H 0.84 0.90 6.01  0.3643
H 1.77 1.29 4.53  0.2896
H 0.95 -0.27 4.67  0.3155
H -1.88 2.71 4.86  0.3746
H -2.25 1.02 5.23  0.3346
H -1.08 1.91 6.25  0.3107
H -1.43 1.76 2.66  0.4772

The calculation puts the energy above the lowest of the compared OMol25 structures with the same formula, charge and spin at 8.3 kcal/mol. The largest force on an atom is 7.45 eV Å⁻¹. As for the charge: +3. Its total energy is -88498.8814 eV.

***

3.
Formula: C20H27N3O7
Source: the OMol25 dataset
Level of theory: the ωB97M-V functional and the def2-TZVPD basis

Last column: Mulliken charge in e.
Geometry (Å):
C -1.76 -4.41 -0.80  -0.7692
O -2.24 -3.08 -0.61  -0.2180
C -3.48 -2.96 -0.12  0.3454
O -4.19 -3.90 0.11  -0.6153
C -3.87 -1.52 0.10  -0.8626
C -2.90 -0.52 -0.54  -0.1380
C -1.56 -0.61 0.21  -0.0680
O -1.50 -0.71 1.42  -0.6933
N -0.47 -0.52 -0.61  0.4379
C 0.88 -0.51 -0.27  0.3048
C 1.33 -0.48 1.05  -0.4699
C 2.69 -0.45 1.31  -0.0533
C 3.21 -0.42 2.71  0.4196
O 4.38 -0.42 3.00  -0.6214
O 2.23 -0.39 3.62  -0.2278
C 2.64 -0.37 4.98  -0.7309
C 3.62 -0.44 0.28  -0.9898
C 3.17 -0.46 -1.04  -0.0880
C 4.10 -0.45 -2.20  0.4799
O 3.74 -0.47 -3.35  -0.6238
O 5.39 -0.42 -1.82  -0.2782
C 6.34 -0.42 -2.87  -0.6826
C 1.81 -0.49 -1.30  -0.5538
N -3.49 0.81 -0.54  0.2305
C -3.18 1.68 -1.65  -1.0822
C -1.92 2.53 -1.43  -0.2432
N -2.08 3.31 -0.23  -0.2071
C -0.98 4.22 -0.02  -1.0458
C -2.27 2.43 0.91  -0.3253
C -3.51 1.55 0.70  -1.0324
H -2.37 -4.92 -1.54  0.2798
H -1.81 -4.96 0.14  0.3276
H -0.74 -4.32 -1.14  0.2622
H -3.88 -1.37 1.19  0.2055
H -4.88 -1.36 -0.26  0.4782
H -2.75 -0.81 -1.59  0.5376
H -0.65 -0.53 -1.60  0.3208
H 0.62 -0.49 1.86  1.0202
H 1.73 -0.40 5.57  0.2427
H 3.28 -1.22 5.20  0.2999
H 3.20 0.55 5.19  0.2972
H 4.67 -0.41 0.51  0.6343
H 6.20 0.46 -3.51  0.2976
H 7.32 -0.39 -2.40  0.2341
H 6.23 -1.31 -3.49  0.2973
H 1.49 -0.51 -2.34  0.5793
H -3.09 1.10 -2.57  0.4610
H -4.02 2.37 -1.75  0.4511
H -1.80 3.21 -2.28  0.5731
H -1.02 1.89 -1.38  0.0292
H -0.90 4.89 -0.88  0.3409
H -1.17 4.82 0.87  0.3394
H -0.01 3.70 0.11  0.3418
H -2.42 3.04 1.80  0.5796
H -1.38 1.80 1.08  0.1101
H -3.60 0.86 1.54  0.3441
H -4.39 2.19 0.68  0.5170

The calculation puts the energy above the lowest of the compared OMol25 structures with the same formula, charge and spin at 24.6 kcal/mol. The largest force on an atom is 0.63 eV Å⁻¹. As for the charge: 0. As for the SMILES: COC(=O)C[C@H](C(=O)Nc1cc(C(=O)OC)cc(C(=O)OC)c1)N1CCN(C)CC1. Its total energy is -39981.9989 eV.

***

4.
Formula: C3H6ClFS
Source: the OMol25 dataset
Level of theory: the ωB97M-V functional and the def2-TZVPD basis

Last column: Mulliken charge in e.
Geometry (Å):
F -0.40 1.37 2.06  -0.2840
C 0.33 0.53 1.29  -0.6116
C -0.58 -0.35 0.43  -0.0667
S -1.39 0.73 -0.70  -0.1981
C 0.13 -1.45 -0.27  -0.5999
Cl 1.64 -0.85 -1.10  -0.1841
H 1.03 -0.04 1.96  0.2956
H 0.81 1.18 0.46  0.4011
H -1.32 -0.75 1.05  0.4078
H -1.59 1.72 0.16  0.1383
H 0.40 -2.42 0.21  0.3630
H -0.58 -1.66 -1.06  0.3387

The calculation puts the energy above the lowest of the compared OMol25 structures with the same formula, charge and spin at 15.6 kcal/mol. The largest force on an atom is 2.74 eV Å⁻¹. As for the charge: 0. As for the SMILES: FC[C@@H](S)CCl. Its total energy is -29282.7662 eV.

***

5.
Formula: C6H16N2
Source: the OMol25 dataset
Level of theory: the ωB97M-V functional and the def2-TZVPD basis

Last column: Mulliken charge in e.
Geometry (Å):
C -1.23 -1.17 0.58  0.7546
C -0.09 -2.03 0.35  -1.5544
C -1.43 0.32 -0.56  -1.2605
C -1.33 -0.57 1.97  -1.3268
H -2.16 -1.64 0.28  0.4511
H -2.13 0.18 2.02  0.3558
H 0.86 -1.35 -0.44  0.2600
H 0.48 -2.33 1.23  0.2967
H -0.27 -2.88 -0.30  0.3450
H -1.22 0.05 -1.60  0.2380
H -0.98 1.26 -0.23  0.2194
H -2.51 0.43 -0.45  0.5403
H -0.40 -0.07 2.25  0.2090
H -1.54 -1.34 2.71  0.3786
C 1.23 1.96 -1.50  -1.1909
C 1.46 0.72 -0.69  0.4570
N 1.61 0.86 0.65  -0.3490
N 1.59 -0.47 -1.20  -0.6292
H 1.41 1.75 1.07  0.2209
H 1.68 0.01 1.18  0.2779
H 1.43 -0.52 -2.20  0.2400
H 2.19 2.31 -1.91  0.3499
H 0.55 1.76 -2.32  0.3475
H 0.81 2.76 -0.90  0.3692

The calculation puts the energy above the lowest of the compared OMol25 structures with the same formula, charge and spin at 65.1 kcal/mol. The largest force on an atom is 3.95 eV Å⁻¹. As for the charge: 0. Its total energy is -9459.2523 eV.

***

6.
Formula: C23H74N6O14
Source: the OMol25 dataset
Level of theory: the ωB97M-V functional and the def2-TZVPD basis

Last column: Mulliken charge in e.
Geometry (Å):
C 14.84 19.50 -7.81  -0.5379
C 14.37 20.52 -6.77  0.7430
O 14.78 19.96 -5.56  -0.6580
H 15.92 19.59 -8.01  -0.0069
H 14.48 19.68 -8.82  -0.5090
H 14.62 18.51 -7.47  0.6548
H 13.30 20.59 -6.86  0.0993
H 14.85 21.48 -7.02  -0.3047
H 14.69 20.64 -4.90  0.3958
C 15.60 25.44 -5.75  -1.9322
C 14.33 24.54 -5.96  1.5663
O 13.54 24.81 -4.80  -0.6830
H 16.26 25.02 -5.00  0.3677
H 15.26 26.42 -5.54  0.4722
H 16.23 25.52 -6.63  0.4934
H 14.69 23.53 -6.04  -0.2975
H 13.76 24.88 -6.84  -0.2981
H 12.72 24.38 -4.87  0.4001
C 12.87 16.95 -11.78  -1.6325
C 14.00 18.02 -11.62  0.1110
O 13.59 19.36 -11.61  -0.1309
H 12.33 17.01 -12.68  0.3873
H 12.14 17.08 -11.00  0.3033
H 13.31 15.94 -11.81  0.4128
H 14.76 17.83 -12.36  0.3503
H 14.57 17.75 -10.74  0.2723
H 14.22 19.92 -12.10  -0.0240
C 14.12 22.26 -15.00  -1.8505
C 14.05 21.79 -13.62  1.4229
O 15.13 21.02 -13.15  -0.8329
H 13.16 22.51 -15.30  0.5007
H 14.38 21.43 -15.65  0.4888
H 14.71 23.11 -15.15  0.2976
H 13.12 21.31 -13.33  0.0826
H 14.08 22.73 -13.05  -0.9645
H 15.93 21.32 -13.72  0.4249
C 16.25 24.68 -13.29  -0.9412
C 15.10 25.46 -12.80  -0.1950
O 15.08 25.52 -11.41  -0.5255
H 16.20 23.58 -13.12  -0.1335
H 17.18 25.00 -12.83  0.4558
H 16.20 24.81 -14.36  0.4954
H 14.21 24.91 -12.98  0.1268
H 14.94 26.47 -13.17  0.4729
H 14.17 25.30 -11.06  0.0799
C 17.03 19.60 -10.84  2.0113
C 17.24 18.59 -11.98  -0.8107
O 17.00 17.30 -11.57  -0.5179
H 17.70 19.40 -10.02  0.6808
H 16.04 19.65 -10.40  -1.4352
H 17.27 20.65 -11.20  -0.9765
H 18.30 18.62 -12.28  0.6011
H 16.55 18.92 -12.82  0.0296
H 17.59 16.71 -12.07  0.3371
C 19.02 22.64 -12.12  -0.8679
C 19.58 21.84 -10.93  -0.5242
O 19.03 22.12 -9.74  -0.7003
H 19.19 23.68 -11.98  0.4060
H 17.96 22.44 -12.19  -0.1709
H 19.40 22.34 -13.06  0.4863
H 20.60 22.16 -10.74  0.4554
H 19.66 20.74 -11.10  0.3778
H 19.05 21.30 -9.29  0.2509
C 10.30 20.57 -11.37  -1.1747
C 10.61 19.92 -9.97  -0.3769
O 11.93 20.29 -9.62  -0.3703
H 11.03 20.39 -12.15  0.1535
H 10.22 21.62 -11.35  0.3176
H 9.32 20.20 -11.67  0.4977
H 10.60 18.88 -10.14  0.3279
H 10.02 20.28 -9.16  0.4975
H 12.47 19.93 -10.33  -0.2926
C 17.53 22.90 -6.83  -0.0011
C 17.90 21.43 -6.57  -0.2142
O 19.11 21.33 -5.83  -0.5796
H 17.48 23.58 -6.02  0.4483
H 16.52 22.97 -7.25  -0.5565
H 18.12 23.35 -7.59  0.1878
H 17.88 20.84 -7.47  -0.2942
H 17.21 20.96 -5.88  0.5697
H 19.05 20.60 -5.21  0.3603
C 14.47 28.00 -8.00  0.6808
O 15.79 28.42 -8.08  -0.8049
N 14.13 26.83 -8.40  0.1496
N 13.54 28.74 -7.46  -0.4634
H 14.84 26.30 -8.95  -0.3614
H 13.18 26.48 -8.33  0.1306
H 13.91 29.60 -7.05  0.2925
H 12.59 28.86 -7.85  0.2192
C 17.74 25.45 -9.33  -0.2299
O 18.80 25.59 -8.44  -0.7699
N 16.83 26.34 -9.64  -0.2129
N 17.45 24.34 -9.97  0.4631
H 16.67 27.16 -9.03  0.3667
H 16.23 26.22 -10.43  0.4541
H 18.16 23.60 -9.85  -0.0618
H 16.84 24.38 -10.79  -0.3432
C 11.24 22.53 -6.92  0.6129
O 11.29 23.62 -6.14  -0.8470
N 11.96 22.48 -8.04  0.3706
N 10.43 21.52 -6.80  -0.2081
H 12.69 23.20 -8.25  -0.4415
H 11.95 21.62 -8.64  -0.1112
H 9.76 21.46 -6.00  0.2857
H 10.51 20.75 -7.39  0.1694
C 11.84 23.79 -11.34  0.3439
O 12.50 24.86 -10.69  -0.5877
H 10.86 24.08 -11.82  0.4993
H 11.69 22.96 -10.72  -0.5645
H 12.45 23.52 -12.16  0.0422
H 11.81 25.33 -10.24  0.2535
C 14.80 22.41 -10.07  1.8845
O 14.89 23.32 -9.05  3.6808
H 14.62 23.00 -10.96  -0.2628
H 14.07 21.58 -9.96  -1.5563
H 15.76 21.98 -10.23  -0.3666
H 15.68 23.84 -9.23  -1.2595

The calculation puts the energy above the lowest of the compared OMol25 structures with the same formula, charge and spin at 0.0 kcal/mol. The largest force on an atom is 8.34 eV Å⁻¹. As for the charge: 0. Its total energy is -62652.3441 eV.

***

7.
Formula: H24IO12
Source: the OMol25 dataset
Level of theory: the ωB97M-V functional and the def2-TZVPD basis

Last column: Mulliken charge in e.
Geometry (Å):
I 0.35 -0.17 -0.34  -0.5076
O 2.56 0.79 3.38  -0.6676
H 1.62 0.85 3.58  0.3068
H 2.79 1.66 3.09  0.3105
O 0.58 -1.25 -3.94  -0.6057
H 0.65 -0.33 -3.68  0.3029
H 0.98 -1.73 -3.22  0.3271
O 4.60 -0.61 1.92  -0.6293
H 4.04 -0.03 2.44  0.3825
H 5.45 -0.16 1.90  0.2926
O -4.78 -0.76 -0.91  -0.5702
H -4.49 -1.07 -0.05  0.2862
H -4.80 -1.54 -1.45  0.2999
O -3.08 1.13 0.06  -0.4765
H -2.92 0.33 0.55  0.2630
H -2.33 1.69 0.26  0.2660
O 1.14 3.25 -2.33  -0.6356
H 0.88 2.64 -1.64  0.3069
H 1.80 2.77 -2.83  0.3123
O 1.65 -2.65 1.90  -0.6444
H 0.96 -2.31 2.47  0.4061
H 1.66 -2.06 1.15  0.2143
O -2.13 -2.76 -1.89  -0.6015
H -2.44 -2.39 -2.72  0.2895
H -1.75 -2.02 -1.43  0.2675
O -0.21 2.28 2.28  -0.6449
H -0.38 1.51 1.72  0.0859
H -0.06 2.99 1.66  0.3316
O -3.84 1.39 -2.76  -0.5538
H -3.39 0.68 -3.23  0.2792
H -4.08 2.01 -3.45  0.2699
O -0.20 -1.01 3.18  -0.6450
H -0.17 -0.25 2.60  0.2482
H -1.13 -1.20 3.28  0.2771
O 3.74 -0.55 -0.81  -0.6825
H 2.79 -0.41 -0.82  0.1389
H 3.95 -0.72 0.11  0.3997

The largest force on an atom is 0.98 eV Å⁻¹. As for the charge: -1. Its total energy is -33063.8626 eV.

***

8.
Formula: C5H12N2O2
Source: the OMol25 dataset
Level of theory: the ωB97M-V functional and the def2-TZVPD basis

Last column: Mulliken charge in e.
Geometry (Å):
C 0.25 0.02 0.87  0.5478
C -1.31 -1.56 -0.19  -0.9851
C -0.71 0.17 2.01  -1.5131
C -0.13 1.67 -0.39  -1.1267
N 0.02 -0.96 -0.11  0.1451
C 0.47 -0.34 -1.36  0.2037
N 1.91 -0.12 -1.30  -0.4007
O 1.52 0.21 1.22  -0.5345
O -0.13 -0.53 -2.39  -0.5722
H 2.05 0.07 0.36  0.5110
H 2.36 -0.90 -1.78  0.2723
H 2.14 0.75 -1.78  0.2633
H -1.50 -2.14 0.71  0.3289
H -2.09 -0.81 -0.33  0.3567
H -1.33 -2.20 -1.07  0.3173
H -0.38 1.00 2.63  0.3783
H -1.72 0.33 1.66  0.3379
H -0.68 -0.74 2.62  0.4319
H -1.21 1.65 -0.55  0.2904
H 0.10 2.35 0.43  0.3908
H 0.36 2.09 -1.26  0.3572

The calculation puts the energy above the lowest of the compared OMol25 structures with the same formula, charge and spin at 82.4 kcal/mol. The largest force on an atom is 3.43 eV Å⁻¹. As for the charge: 0. Its total energy is -12452.4109 eV.

***

Which of these has the lowest charge? H24IO12